No. 1
A molecular structure, C18H35BClN5O5S in a non-equilibrium geometry. Source: the OMol25 dataset; level of theory: ωB97M-V/def2-TZVPD.

Summary:
- HOMO level (eV) = -8.676
- electronic energy (eV) = -60955.3137

Last column: Löwdin charge in e.
Cartesian coordinates (Å):
N -2.74292 0.79829 0.44478  0.185
B -2.62344 -0.12362 1.54717  -0.576
O -3.61387 -1.06846 1.77805  0.111
C -1.36056 -0.06706 2.50612  -0.086
C -1.17764 -1.15522 3.41197  -0.057
C -0.11226 -1.20611 4.24884  -0.598
Cl 0.12215 -2.54026 5.32312  0.698
C 0.83265 -0.15150 4.25256  -0.392
N 1.92870 -0.00668 4.99470  -0.236
S 2.58612 1.38368 4.59961  1.029
N 1.55471 1.90243 3.45181  -0.208
C 0.63702 0.93448 3.37387  -0.356
C -0.46907 0.96376 2.47978  0.029
H -3.18246 0.30899 -0.32916  0.081
H -1.81188 1.04008 0.12172  0.067
H -3.29173 -1.89948 1.39976  0.062
H -1.88786 -1.96317 3.43797  0.113
H -0.60705 1.78453 1.79515  0.116
C 0.27558 -7.23913 -1.43247  -0.114
O -0.12823 -6.22287 -2.33135  -0.196
C -1.26413 -6.56042 -3.11932  -0.217
C -2.45193 -5.70090 -2.74469  -0.215
N -2.95072 -6.04374 -1.41798  -0.049
C -3.95389 -5.12107 -0.89503  -0.195
C -3.52442 -3.68506 -0.61807  -0.212
O -2.58706 -3.55619 0.44497  -0.207
C -1.22141 -3.70615 0.07957  -0.071
H 1.21437 -6.92265 -0.98131  0.088
H -0.45990 -7.39452 -0.63582  0.080
H 0.44356 -8.18458 -1.95595  0.088
H -1.50577 -7.62303 -3.03229  0.123
H -1.00450 -6.36050 -4.16282  0.122
H -3.25049 -5.85568 -3.47566  0.124
H -2.13064 -4.65207 -2.80770  0.107
H -2.17062 -6.06990 -0.77479  0.070
H -4.31622 -5.54351 0.04524  0.122
H -4.80431 -5.10477 -1.58279  0.121
H -4.41509 -3.13767 -0.29675  0.124
H -3.15566 -3.17489 -1.51517  0.116
H -1.03261 -3.35944 -0.93853  0.095
H -0.89461 -4.74266 0.18296  0.078
H -0.62756 -3.10506 0.76972  0.089
C 3.23098 4.25196 1.88181  -0.114
O 3.81654 4.12464 0.59577  -0.193
C 3.06574 3.31189 -0.29628  -0.218
C 2.48181 4.13758 -1.42223  -0.218
N 1.42347 5.01355 -0.93433  -0.051
C 0.95457 5.99429 -1.91022  -0.202
C 1.93855 7.06232 -2.37714  -0.230
O 2.31602 7.98120 -1.37003  -0.178
C 3.40985 7.58704 -0.56104  -0.099
H 3.94494 4.77575 2.51718  0.090
H 2.30358 4.83404 1.84615  0.083
H 3.02447 3.27463 2.31459  0.031
H 2.28135 2.76290 0.23349  0.116
H 3.75727 2.57874 -0.72304  0.121
H 2.06533 3.46645 -2.17951  0.122
H 3.30688 4.69895 -1.88117  0.107
H 1.76174 5.50778 -0.11921  0.069
H 0.10158 6.50786 -1.46004  0.118
H 0.57513 5.45832 -2.78593  0.116
H 1.43134 7.65502 -3.14330  0.120
H 2.82596 6.63257 -2.85705  0.110
H 4.12166 6.96657 -1.11093  0.089
H 3.07671 7.05472 0.33415  0.072
H 3.92017 8.49306 -0.23349  0.087

Atoms 1-6, force components in eV/Å:
0.836 -1.356 -0.033
-0.153 0.529 0.064
0.318 0.168 -0.361
-0.439 0.019 -0.263
0.446 0.033 0.288
-0.049 -0.478 0.221

=====

No. 2
A molecular structure, C4H5NO3 in a non-equilibrium geometry. Source: the OMol25 dataset; level of theory: ωB97M-V/def2-TZVPD.

Summary:
- HOMO level (eV) = -9.938
- ΔE to the lowest compared entry with this formula, charge and spin (kcal per mole) = 136.4
- electronic energy (eV) = -11856.0866

Last column: Löwdin charge in e.
Cartesian coordinates (Å):
C -0.12826 0.13996 -0.34671  -0.254
C 0.30094 -0.71360 0.82708  -0.168
C -0.05504 -0.64573 2.05404  -0.040
C 0.28052 -0.47648 -1.63459  -0.252
H -0.97758 2.83743 0.52517  0.214
H 1.15015 -1.56527 0.56374  0.167
H -0.97437 0.10974 2.68961  0.171
H 0.37529 -1.51610 2.65120  0.072
H 0.89029 0.07261 -3.49183  0.060
N -0.74486 1.22798 -0.31379  0.054
O -1.29997 1.82279 0.90709  -0.108
O 0.65607 0.47424 -2.69789  0.070
O 0.52683 -1.76756 -1.73313  0.015

Atoms 1-6, force components in eV/Å:
0.558 -1.723 2.656
2.663 -1.504 -4.134
-3.234 0.338 5.933
3.388 -4.416 -3.960
-1.912 -3.965 2.163
-2.512 2.411 0.459

=====

No. 3
A single C5H11NO4S2 molecule in a non-equilibrium geometry. Source: the OMol25 dataset; level of theory: ωB97M-V/def2-TZVPD.

Summary:
- HOMO level (eV) = -9.435
- ΔE to the lowest compared entry with this formula, charge and spin (kcal per mole) = 43.3
- electronic energy (eV) = -36709.1529

Last column: Löwdin charge in e.
Cartesian coordinates (Å):
C 2.79348 0.90699 1.27918  -0.119
S 2.25111 0.10540 -0.19143  0.550
O 3.31268 -0.82897 -0.51469  -0.292
O 1.68560 0.89731 -1.21677  -0.265
O 1.02670 -0.63718 0.49513  -0.441
S -0.24559 -1.65096 0.02299  0.779
C 0.31213 -3.11642 -0.86296  -0.098
O -0.72444 -1.95717 1.38901  -0.321
N -1.21422 -0.90416 -0.92026  -0.177
C -2.36911 -0.10194 -0.42921  -0.325
C -2.18184 1.08152 0.48548  -0.162
C -2.60534 1.37003 -0.90425  -0.112
H 2.66123 2.09051 1.40394  0.140
H 2.40428 0.33586 2.11645  0.073
H 3.81873 0.80156 1.22106  0.024
H 0.21244 -3.99417 -0.32890  0.041
H -0.36549 -3.18795 -1.68341  0.054
H 1.35100 -3.05634 -1.30780  0.101
H -3.24278 -0.69001 -0.15879  0.127
H -1.09650 1.48716 0.62878  0.134
H -2.79395 1.07632 1.36750  0.092
H -3.56190 1.85647 -1.21957  0.108
H -1.76337 1.68900 -1.49923  0.090

Atoms 1-6, force components in eV/Å:
-1.349 3.198 0.615
0.736 -1.235 -0.515
-1.196 0.563 0.239
0.140 0.979 -0.521
0.212 -1.227 0.356
-4.477 1.701 1.736

=====

No. 4
2 unconnected molecules or ions with the total composition C4H9N in a non-equilibrium geometry. Source: the OMol25 dataset; level of theory: ωB97M-V/def2-TZVPD.

Summary:
- HOMO level (eV) = -9.841
- ΔE to the lowest compared entry with this formula, charge and spin (kcal per mole) = 83.6
- electronic energy (eV) = -5780.1867

Last column: Löwdin charge in e.
Cartesian coordinates (Å):
C 1.90060 1.26330 1.50936  -0.052
N 3.07823 1.36770 0.84669  -0.087
C 3.57757 0.14202 0.24009  -0.185
H 1.63343 2.05818 2.16542  0.030
H 1.08333 0.47230 1.53699  0.082
H 4.49741 0.39809 -0.18853  0.034
H 2.92903 -0.33710 -0.56392  0.093
H 3.70328 -0.62868 1.04635  0.086
C -4.33036 -0.41258 -1.09780  -0.126
C -3.12549 -0.97103 -1.16382  -0.123
H -4.38464 0.01038 -0.11622  0.032
H -5.22124 -0.86758 -1.69751  0.083
H -2.30563 -0.45138 -0.72556  0.021
H -3.03554 -2.04363 -1.79153  0.113

Atoms 1-6, force components in eV/Å:
3.116 -0.167 -2.245
-4.926 -1.008 3.070
-1.814 -1.339 0.138
-0.039 1.014 0.092
1.577 0.170 -0.508
1.454 -0.040 -0.664

=====

No. 5
A molecular structure, C50H51N3OP2S3SbSn in a non-equilibrium geometry. Source: the OMol25 dataset; level of theory: ωB97M-V/def2-TZVPD.

Summary:
- HOMO level (eV) = -14.344
- total charge = +3
- ΔE to the lowest compared entry with this formula, charge and spin (kcal per mole) = 4.4
- electronic energy (eV) = -122622.0435

Last column: Löwdin charge in e.
Cartesian coordinates (Å):
Sn 0.44699 -0.56515 1.14480  0.765
C -4.29269 -2.93656 2.50474  -0.362
S -2.87476 -3.32475 3.58406  0.962
C -1.62170 -2.36429 2.87401  -1.022
S -1.87996 -1.43323 1.38727  0.599
N -0.50283 -2.48950 3.52012  -0.066
N 0.55875 -1.89547 2.97335  -0.148
C 1.68198 -2.03477 3.57357  -0.031
C 2.86115 -1.40410 2.97219  -0.285
C 4.06684 -1.45654 3.63470  0.028
C 5.15437 -0.85538 3.00137  -0.003
C 5.01776 -0.24943 1.75934  0.004
C 3.72284 -0.21640 1.19784  -0.088
N 2.67410 -0.81024 1.79248  0.005
H -5.14953 -3.19405 3.03845  0.026
H -4.16868 -3.38326 1.53019  0.041
H -4.31169 -1.85455 2.37993  0.015
H 1.87869 -2.48271 4.51095  0.144
H 4.18934 -1.88461 4.62547  0.142
H 6.14377 -0.81212 3.51953  0.150
H 5.85089 0.29092 1.29317  0.134
H 3.55483 0.30535 0.21434  0.116
O 1.08739 0.77072 -0.45150  -0.669
S 0.91772 0.05533 -1.81548  0.992
C 0.80314 1.23489 -3.15377  -0.340
C 1.70225 1.19665 -4.21210  -0.050
C 1.61842 2.19840 -5.22840  -0.011
C 0.61373 3.17394 -5.15729  -0.001
C -0.36236 3.12492 -4.11801  -0.053
C -0.31354 2.11884 -3.15450  -0.376
P -1.58772 2.04213 -1.86650  1.078
C -2.19493 3.71741 -1.49969  -0.381
C -1.23293 4.74162 -1.37325  -0.146
C -1.57694 6.05475 -1.14561  -0.080
C -2.93706 6.39080 -1.04613  -0.054
C -3.91203 5.36524 -1.01046  -0.040
C -3.55015 4.02005 -1.26921  -0.063
C -2.98585 1.19895 -2.67690  -0.378
C -3.12314 1.09826 -4.07187  -0.052
C -4.22982 0.44164 -4.58703  -0.073
C -5.15985 -0.14837 -3.77844  -0.079
C -4.98958 -0.14046 -2.40308  -0.089
C -3.94009 0.57193 -1.86985  -0.144
C 2.38951 -0.89094 -1.92047  -0.398
C 3.61079 -0.37575 -2.35921  -0.073
C 4.69162 -1.22679 -2.49157  -0.026
C 4.56372 -2.56855 -2.18303  -0.011
C 3.38093 -3.02439 -1.61904  -0.056
C 2.28804 -2.19899 -1.44991  -0.338
P 0.85589 -2.63637 -0.41753  1.036
C 1.28672 -4.03829 0.69843  -0.341
C 2.55443 -4.31165 1.23498  -0.117
C 2.71658 -5.40079 2.06269  -0.051
C 1.63776 -6.22343 2.41721  -0.025
C 0.36346 -5.84891 2.04353  -0.038
C 0.19640 -4.78687 1.15548  -0.094
C -0.45021 -3.11250 -1.56792  -0.368
C -0.39939 -4.37963 -2.16440  -0.081
C -1.26224 -4.72174 -3.18204  -0.028
C -2.24283 -3.80362 -3.62079  -0.022
C -2.39605 -2.60365 -2.96340  -0.025
C -1.43588 -2.22536 -1.98861  -0.115
H 2.49685 0.46009 -4.31892  0.106
H 2.29142 2.21871 -6.06110  0.115
H 0.68037 4.01882 -5.83413  0.124
H -1.13161 3.85382 -4.00758  0.110
H -0.19340 4.49025 -1.54631  0.094
H -0.85443 6.90171 -1.15062  0.127
H -3.22319 7.45557 -1.01478  0.122
H -4.93553 5.61708 -0.85766  0.101
H -4.28109 3.25555 -1.43547  0.090
H -2.35868 1.52809 -4.72991  0.107
H -4.31737 0.44268 -5.62968  0.101
H -6.04402 -0.60226 -4.29423  0.140
H -5.74280 -0.65954 -1.78738  0.126
H -3.91004 0.68953 -0.78394  0.103
H 3.70144 0.65528 -2.60447  0.116
H 5.65533 -0.85627 -2.75871  0.123
H 5.45078 -3.23311 -2.30111  0.147
H 3.25979 -4.06182 -1.24090  0.127
H 3.40392 -3.66369 1.04348  0.104
H 3.71799 -5.56503 2.49020  0.129
H 1.81690 -7.07356 3.06787  0.127
H -0.44291 -6.46334 2.36274  0.115
H -0.82948 -4.47259 0.79127  0.127
H 0.26961 -5.12184 -1.80913  0.104
H -1.14411 -5.71830 -3.56699  0.119
H -2.87038 -4.07098 -4.44456  0.116
H -3.26978 -1.95494 -3.12147  0.097
H -1.53517 -1.24179 -1.55353  0.043
C 2.74413 3.26866 1.69617  -0.138
C 1.19024 3.39004 1.82843  -0.370
Sb 0.08359 1.75441 2.61679  1.471
C -1.76842 2.50681 2.81902  -0.425
C -1.93583 3.94255 3.37194  -0.125
C 0.55153 1.32527 4.67447  -0.382
C 0.39646 2.47154 5.66019  -0.149
H 3.05394 4.12454 1.10006  0.078
H 2.97192 2.43829 1.04736  0.023
H 3.27967 3.29172 2.69293  0.103
H 0.71994 3.65457 0.87530  0.048
H 0.94485 4.23828 2.51584  0.076
H -2.27837 1.79834 3.47848  0.070
H -2.26227 2.42198 1.84572  0.055
H -1.42759 4.12825 4.31956  0.057
H -2.99777 4.16607 3.55729  0.099
H -1.55009 4.70325 2.74106  0.056
H 1.59072 1.04040 4.72828  0.038
H -0.07302 0.40895 4.98287  0.093
H 1.00821 3.26860 5.36705  0.056
H 0.72705 2.16622 6.64219  0.091
H -0.62572 2.86452 5.70883  0.070

Atoms 1-6, force components in eV/Å:
-0.160 -0.677 0.218
1.865 1.207 -0.344
-0.320 0.304 -0.508
-0.211 -0.092 -0.282
-0.310 -0.094 0.357
-0.351 -0.147 0.283